(1)
ORCA calculation (ωB97M-V/def2-TZVPD) on the ion C10H11N3 with charge +2 at a distorted geometry.

Geometry as XYZ:
```
24
Properties=species:S:1:pos:R:3:forces:R:3
C 0.077 -0.650 0.035 -2.6 -0.2 0.4
C -2.270 0.555 0.887 -1.3 -2.1 -0.2
C 0.817 1.648 -0.437 2.8 -4.0 3.7
C -2.142 0.012 -1.412 -1.6 2.7 -1.4
C -1.271 -1.511 0.058 2.3 -0.9 0.3
C -0.184 0.659 -0.092 1.1 0.7 -0.4
C 2.473 -0.905 -0.045 -1.4 0.3 -1.5
C 2.093 1.486 0.000 1.4 1.4 1.6
C -2.137 -0.888 1.186 0.4 0.3 0.4
C -1.623 1.032 -0.341 0.2 -3.2 2.5
N -1.947 -1.169 -1.168 -0.2 -1.6 -1.3
N 1.314 -1.132 -0.182 2.0 -0.8 0.6
N 3.751 -0.981 -0.109 0.3 -0.6 0.4
H -3.052 1.011 1.501 0.6 0.9 -0.2
H 0.671 2.369 -1.083 -1.3 3.4 -3.5
H -2.698 0.509 -2.298 0.9 -1.3 1.4
H -1.009 -2.621 -0.022 -0.7 1.5 0.9
H 3.009 2.075 -0.261 -1.4 0.0 -0.6
H 2.398 1.076 0.996 -1.0 -0.5 -0.8
H -3.124 -1.364 1.321 -0.4 0.3 -0.9
H -1.998 -1.069 2.293 1.1 0.3 -0.8
H -1.678 2.019 -0.509 -0.8 3.5 -0.9
H 4.432 -0.231 -0.282 -0.7 -0.2 -0.1
H 4.100 -1.932 -0.036 0.5 0.0 0.3
```
Positions in Å, forces in eV/Å.

Results
- HOMO-LUMO gap (eV) = 7.24
- total charge = +2
- E_tot (eV) = -14995.323
- strongest force on any atom (eV Å⁻¹) = 6.16
- HOMO energy (eV) = -16.94



(2)
ORCA calculation (ωB97M-V/def2-TZVPD) on a cluster of 2 separate species, C10H11N3O in total at a distorted geometry.

Geometry as XYZ:
```
25
Properties=species:S:1:pos:R:3:forces:R:3
C 1.919 3.183 -0.903 0.0 0.2 0.0
C 2.862 2.167 -0.929 0.0 0.1 0.0
C 0.636 2.916 -0.450 0.1 0.1 0.0
C 2.530 0.892 -0.518 -0.1 -0.1 0.2
C 0.291 1.648 -0.031 0.0 -0.3 0.1
C 1.236 0.616 -0.060 -0.4 0.8 -0.1
C -1.073 -1.593 1.139 1.1 0.9 -0.8
C 0.178 -1.409 -2.501 0.4 0.1 -0.4
C -3.059 -1.932 2.558 0.0 -0.1 -0.1
C -2.310 -2.322 1.280 -0.7 -0.3 0.2
N -0.162 -1.048 0.644 -2.0 -0.7 1.4
N 1.173 -0.916 -2.934 0.6 0.2 -0.6
N 0.969 -0.673 0.329 2.0 -0.7 -0.6
O -0.810 -1.968 -2.279 -1.1 -0.5 0.6
H 2.182 4.178 -1.231 0.0 0.1 0.0
H 3.866 2.374 -1.271 0.1 0.0 0.0
H -0.102 3.705 -0.422 0.0 0.1 0.0
H 3.261 0.096 -0.519 0.0 -0.1 0.0
H -0.709 1.439 0.327 -0.1 0.0 0.0
H -3.958 -2.535 2.658 -0.1 0.0 0.0
H -3.346 -0.884 2.525 0.0 0.0 0.0
H -2.434 -2.091 3.432 0.0 0.0 0.1
H -2.943 -2.139 0.404 0.1 -0.1 0.0
H -2.069 -3.390 1.303 0.0 0.1 -0.1
H 1.872 -0.315 -2.550 0.0 0.2 0.3
```
Positions in Å, forces in eV/Å.

Results
- HOMO-LUMO gap (eV) = 8.07
- total charge = 0
- E_tot (eV) = -17063.735
- strongest force on any atom (eV Å⁻¹) = 2.53
- HOMO energy (eV) = -7.57



- strongest force on any atom of number 1 (C10H11N3)?
  6.16 eV Å⁻¹



- Among the records above, which one has the highest E_tot?
  C10H11N3